[1]
Molecular formula: C2H8NO2
Method: DFT, ωB97M-V with the def2-TZVPD basis set

Element x y z (Å)
C 0.477 -1.340 1.833
O 0.375 -2.240 0.625
H -0.051 -1.795 2.646
H 0.033 -0.415 1.612
H 1.535 -1.173 2.091
N -0.735 1.775 -1.771
C 0.009 0.855 -0.861
O -0.441 -0.382 -0.985
H -1.207 2.627 -1.408
H -1.088 1.370 -2.667
H -0.113 1.363 0.119
H 1.083 1.002 -1.096
H 0.123 -1.647 -0.138

Forces on atoms 1 to 6 (eV/Å):
0.8 -2.2 -2.5
0.5 0.8 2.4
-0.2 -0.4 0.6
-0.6 1.3 -0.4
-0.2 -0.2 0.0
-0.4 1.3 -1.1

Values from the calculation:
Relative energy (zero: lowest compared OMol25 entry of this formula, charge and spin): 103.1 kJ/mol
HOMO-LUMO gap: 7.35 eV
Net charge: -1
F_max: 3.47 eV Å⁻¹

=====

[2]
Molecular formula: C2H8NO2
Method: DFT, ωB97M-V with the def2-TZVPD basis set

Element x y z (Å)
C -0.813 -0.764 -0.071
N 0.099 0.310 0.474
C -0.320 1.653 -0.086
O -1.598 1.961 0.142
H -1.824 -0.238 -0.141
H -1.001 -1.540 0.695
H -0.538 -1.344 -0.960
H 0.260 0.316 1.492
H -0.140 1.548 -1.242
H 0.283 2.477 0.299
H 1.329 -1.289 0.260
H 2.215 -1.223 -0.769
O 2.048 -1.866 -0.092

Forces on atoms 1 to 6 (eV/Å):
-1.8 1.2 2.3
1.0 -1.1 -1.1
-1.9 0.0 -1.2
-0.2 -0.2 0.1
1.1 -0.7 -0.5
0.3 0.2 -0.1

Values from the calculation:
Relative energy (zero: lowest compared OMol25 entry of this formula, charge and spin): 126.6 kJ/mol
HOMO-LUMO gap: 6.85 eV
Net charge: -1
F_max: 3.13 eV Å⁻¹

=====

[3]
Molecular formula: C2H8NO2
Method: DFT, ωB97M-V with the def2-TZVPD basis set

Element x y z (Å)
O 1.241 1.607 0.232
C 0.378 1.601 -0.599
C -0.931 0.896 -0.291
N -0.633 -0.123 0.761
H 0.496 2.057 -1.594
H -1.668 1.573 0.125
H -1.363 0.395 -1.142
H -1.436 -0.747 0.881
H 0.200 -0.700 0.504
H -0.403 0.329 1.648
H 0.911 -2.852 0.138
H 2.082 -2.044 -0.416
O 1.125 -1.991 -0.247

Forces on atoms 1 to 6 (eV/Å):
0.2 0.0 0.0
0.0 0.1 -0.1
0.2 -0.3 0.3
-0.1 -0.1 0.1
-0.1 0.1 0.1
-0.1 0.3 -0.1

Values from the calculation:
Relative energy (zero: lowest compared OMol25 entry of this formula, charge and spin): 93.1 kJ/mol
HOMO-LUMO gap: 11.30 eV
Net charge: +1
F_max: 0.46 eV Å⁻¹

=====

[4]
Molecular formula: C2H8NO2P
Method: DFT, ωB97M-V with the def2-TZVPD basis set

Element x y z (Å)
C -0.461 1.583 -0.203
N -0.500 0.895 1.099
C 0.408 -0.210 0.940
P -0.079 -1.415 -0.302
O 0.278 -2.835 -0.020
O 0.637 -1.002 -1.629
H -0.748 0.923 -1.000
H -1.361 2.280 -0.241
H 0.522 1.992 -0.470
H -0.098 1.413 1.848
H 0.351 -0.877 1.786
H 1.462 0.130 0.784
H -1.425 -1.054 -0.534
H 1.014 -1.823 -2.058

Forces on atoms 1 to 6 (eV/Å):
-2.0 1.5 0.7
0.0 -0.8 -1.7
0.8 -0.7 0.3
0.0 -1.4 0.6
-0.7 0.8 0.4
1.2 -0.4 -2.3

Values from the calculation:
Relative energy (zero: lowest compared OMol25 entry of this formula, charge and spin): 125.4 kJ/mol
HOMO-LUMO gap: 10.63 eV
F_max: 2.65 eV Å⁻¹
SMILES: CNC[P@H](=O)O

=====

[5]
Molecular formula: C2H8NO2PS
Method: DFT, ωB97M-V with the def2-TZVPD basis set

Element x y z (Å)
C -0.905 1.100 1.012
C -0.689 0.840 -1.399
N -0.145 1.359 -0.177
O 2.192 1.440 -1.193
O 1.957 1.522 1.265
P 1.672 -2.065 0.007
S 1.514 0.995 -0.001
H -0.312 1.423 1.864
H -1.832 1.675 0.979
H -1.155 0.038 1.119
H 0.054 0.979 -2.181
H -0.942 -0.223 -1.316
H -1.589 1.398 -1.661
H 1.802 -2.046 1.397
H 3.051 -1.979 -0.162

Forces on atoms 1 to 6 (eV/Å):
-0.3 -0.1 0.6
-0.1 -0.2 -0.6
1.5 0.0 0.1
-0.3 -0.3 0.0
-0.3 -0.3 0.0
-0.7 1.3 -0.3

Values from the calculation:
Relative energy (zero: lowest compared OMol25 entry of this formula, charge and spin): 585.2 kJ/mol
HOMO-LUMO gap (alpha / beta): 7.49 / 7.31 eV
F_max: 1.52 eV Å⁻¹

=====

[6]
Molecular formula: C2H8NO2PS
Method: DFT, ωB97M-V with the def2-TZVPD basis set

Element x y z (Å)
C 1.109 0.577 0.200
N 1.156 -0.106 -1.078
P 1.275 -1.763 -1.233
O 2.520 -1.980 -0.212
S -0.302 -2.549 0.076
H 0.120 0.524 0.666
H 1.834 0.113 0.865
H 1.383 1.622 0.055
H 0.550 0.308 -1.776
H 2.720 -2.908 -0.068
H -1.106 -2.806 -0.941
C -2.738 1.568 -1.159
O -1.910 1.338 -1.987
H -3.759 1.159 -1.204
H -2.540 2.210 -0.285

Forces on atoms 1 to 6 (eV/Å):
0.0 0.1 0.1
0.1 -0.1 -0.2
-0.8 0.1 -0.6
0.4 0.1 0.4
0.4 0.1 0.5
0.0 0.0 0.0

Values from the calculation:
Relative energy (zero: lowest compared OMol25 entry of this formula, charge and spin): 271.0 kJ/mol
HOMO-LUMO gap: 9.17 eV
F_max: 0.95 eV Å⁻¹
SMILES: CNP(O)S.C=O

=====

[7]
Molecular formula: C2H8NO3PS
Method: DFT, ωB97M-V with the def2-TZVPD basis set

Element x y z (Å)
C 2.085 -1.362 -1.048
C -1.945 1.379 -0.508
N 0.771 0.295 1.460
O 0.797 2.333 -0.135
O -1.402 -1.205 0.130
O 1.900 0.082 -0.920
P 0.697 0.796 -0.146
S -1.114 -0.158 -0.919
H 1.250 -1.832 -0.725
H 2.957 -1.534 -0.434
H 2.125 -1.477 -2.029
H -1.902 2.066 -1.359
H -1.601 1.878 0.323
H -3.100 1.325 -0.381
H -0.123 0.113 1.884
H 1.238 1.013 1.980

Forces on atoms 1 to 6 (eV/Å):
1.2 3.4 3.2
-4.1 -0.1 -2.7
0.5 -0.3 0.0
-0.4 -3.6 -1.2
1.0 -0.7 1.2
-0.7 1.0 0.1

Values from the calculation:
Relative energy (zero: lowest compared OMol25 entry of this formula, charge and spin): 49.8 kJ/mol
HOMO-LUMO gap (alpha / beta): 5.91 / 6.97 eV
F_max: 4.94 eV Å⁻¹
Spin multiplicity: 3

=====

[8]
Molecular formula: C2H8NO4
Method: DFT, ωB97M-V with the def2-TZVPD basis set

Element x y z (Å)
C -0.372 1.919 -0.516
C 0.473 0.777 -0.069
N -1.584 1.183 -0.223
O 0.302 0.355 1.159
O 1.084 0.074 -1.093
O 0.256 -3.039 1.119
O 1.189 -2.845 -0.049
H -0.246 2.885 -0.027
H -0.223 2.119 -1.583
H 1.149 -3.694 -0.512
H -1.899 1.260 0.735
H -2.202 1.073 -0.903
H 0.501 -0.632 1.254
H 1.419 -0.813 -0.986
H -0.352 -3.737 0.901

Forces on atoms 1 to 6 (eV/Å):
0.0 0.4 -0.2
0.7 -3.2 -1.8
3.0 0.9 3.1
1.8 -1.1 -1.4
-1.9 3.5 2.5
1.9 1.4 -0.6

Values from the calculation:
Relative energy (zero: lowest compared OMol25 entry of this formula, charge and spin): 492.1 kJ/mol
HOMO-LUMO gap: 10.06 eV
Net charge: +1
F_max: 4.79 eV Å⁻¹

=====

[9]
Molecular formula: C2H8NO4
Method: DFT, ωB97M-V with the def2-TZVPD basis set

Element x y z (Å)
C 2.681 0.259 -1.278
C -0.411 -0.133 1.419
N 1.532 0.568 -0.784
O -1.147 -0.320 2.310
O 0.889 0.071 1.557
O -3.247 -0.442 -0.568
O -0.749 -0.153 0.106
H 3.445 -0.232 -0.720
H 2.947 0.458 -2.362
H 1.361 0.324 0.177
H -3.419 -1.353 -0.773
H 0.727 1.071 -1.242
H -4.108 -0.140 -0.276
H 1.226 -0.121 2.546
H -1.728 0.142 -0.111

Forces on atoms 1 to 6 (eV/Å):
-1.5 1.1 -2.3
-2.1 -0.5 -1.3
1.5 0.6 -2.5
-1.1 -0.1 1.5
2.6 -0.6 3.6
-0.2 0.6 0.0

Values from the calculation:
Relative energy (zero: lowest compared OMol25 entry of this formula, charge and spin): 111.4 kJ/mol
HOMO-LUMO gap: 9.90 eV
Net charge: +1
F_max: 4.48 eV Å⁻¹

=====

[10]
Molecular formula: C2H8NOP
Method: DFT, ωB97M-V with the def2-TZVPD basis set

Element x y z (Å)
C 0.884 0.537 -1.812
C 0.888 0.151 -0.031
P -0.869 -0.487 0.216
N -0.861 -1.420 1.709
O -1.385 1.011 0.772
H 0.865 -0.325 -2.464
H -0.018 1.181 -2.180
H 1.751 1.224 -1.990
H 0.781 1.147 0.345
H 1.625 -0.605 0.306
H -0.249 -1.129 2.529
H -1.107 -2.416 1.596
H -2.306 1.129 1.002

Forces on atoms 1 to 6 (eV/Å):
-0.4 1.4 2.0
-2.2 -0.3 -3.9
0.1 -0.4 1.3
0.9 0.8 -0.2
0.7 -0.1 -0.1
0.4 -0.3 0.2

Values from the calculation:
Relative energy (zero: lowest compared OMol25 entry of this formula, charge and spin): 144.9 kJ/mol
HOMO-LUMO gap: 9.71 eV
F_max: 4.54 eV Å⁻¹
SMILES: CCP(N)O

=====

[11]
Molecular formula: C2H8NOP
Method: DFT, ωB97M-V with the def2-TZVPD basis set

Element x y z (Å)
C -2.036 0.741 0.681
C 2.680 -0.133 0.033
N -0.941 -0.196 1.060
O -1.148 -1.901 -1.065
P -0.247 -1.374 -0.009
H -2.525 1.370 1.582
H -1.749 1.602 -0.008
H -2.817 0.138 0.228
H 2.889 -0.129 1.071
H 3.406 -0.738 -0.527
H 2.501 0.828 -0.392
H -0.293 0.233 1.716
H -0.012 -2.437 1.049

Forces on atoms 1 to 6 (eV/Å):
-0.4 1.8 0.9
0.8 -0.6 -0.8
-0.4 0.6 -0.5
0.2 0.5 0.1
-0.1 -0.2 2.1
1.3 -2.0 -1.5

Values from the calculation:
Relative energy (zero: lowest compared OMol25 entry of this formula, charge and spin): 405.6 kJ/mol
HOMO-LUMO gap (alpha / beta): 8.41 / 7.94 eV
F_max: 2.84 eV Å⁻¹

=====

[12]
Molecular formula: C2H8NOS
Method: DFT, ωB97M-V with the def2-TZVPD basis set

Element x y z (Å)
C -0.148 -1.224 -0.790
C -0.825 0.182 -0.814
S 0.034 1.546 -0.132
N 1.248 -1.242 -1.287
H -0.113 -1.529 0.245
H -0.831 -1.807 -1.418
H -1.004 0.315 -1.899
H -1.862 0.080 -0.467
H 1.281 -0.300 -1.710
H 1.864 -0.994 -0.514
H -0.423 -0.182 1.850
H 0.309 -0.079 3.093
O -0.407 -0.595 2.713

Forces on atoms 1 to 6 (eV/Å):
0.2 0.8 0.6
-0.4 -1.5 -1.2
0.0 0.3 0.1
-0.7 1.9 -0.2
-0.4 -0.8 0.1
0.5 -0.5 0.3

Values from the calculation:
Relative energy (zero: lowest compared OMol25 entry of this formula, charge and spin): 48.3 kJ/mol
HOMO-LUMO gap (alpha / beta): 10.51 / 6.89 eV
F_max: 1.98 eV Å⁻¹
Spin multiplicity: 2

=====

[13]
Molecular formula: C2H8NOS
Method: DFT, ωB97M-V with the def2-TZVPD basis set

Element x y z (Å)
C -0.635 1.598 -0.788
C -1.432 0.609 0.074
S -0.355 -0.161 1.232
N 0.177 0.976 -1.828
H -0.067 2.294 -0.183
H -1.339 2.190 -1.371
H -1.958 -0.060 -0.618
H -2.334 1.110 0.462
H -0.302 0.873 -2.706
H 0.568 0.086 -1.536
H 1.306 -2.421 0.342
H 2.550 -1.593 0.098
O 2.266 -2.502 0.269

Forces on atoms 1 to 6 (eV/Å):
-0.4 -0.2 -1.4
-1.5 0.7 -0.8
-0.1 -0.3 0.2
0.7 -0.1 0.6
0.3 0.0 0.2
-0.3 0.3 0.4

Values from the calculation:
Relative energy (zero: lowest compared OMol25 entry of this formula, charge and spin): 25.9 kJ/mol
HOMO-LUMO gap (alpha / beta): 10.26 / 6.84 eV
F_max: 1.84 eV Å⁻¹
Spin multiplicity: 2

=====

[14]
Molecular formula: C2H8NOS
Method: DFT, ωB97M-V with the def2-TZVPD basis set

Element x y z (Å)
C 0.787 0.598 -1.785
C -1.145 -0.981 2.442
N -0.312 0.775 -0.829
O 0.849 0.283 1.567
S -0.772 0.290 1.546
H 0.659 -0.449 -2.295
H 0.752 1.291 -2.685
H 1.830 0.515 -1.303
H -2.171 -1.185 2.691
H -0.286 -1.571 2.707
H -1.251 0.729 -1.297
H -0.212 1.719 -0.358
H 1.162 -0.283 2.386

Forces on atoms 1 to 6 (eV/Å):
1.0 -2.4 -1.9
0.5 1.0 -0.7
-0.5 1.5 0.6
0.0 -1.3 2.1
0.6 -0.6 0.4
0.1 1.8 1.1

Values from the calculation:
Relative energy (zero: lowest compared OMol25 entry of this formula, charge and spin): 324.6 kJ/mol
HOMO-LUMO gap (alpha / beta): 8.35 / 8.35 eV
Net charge: +1
F_max: 3.24 eV Å⁻¹

=====

[15]
Molecular formula: C2H8NP
Method: DFT, ωB97M-V with the def2-TZVPD basis set

Element x y z (Å)
C 1.663 0.612 -1.077
C -1.432 -0.739 -0.344
N -0.657 0.989 1.716
P -0.056 -0.108 0.725
H 2.367 0.459 -0.355
H 1.286 -0.358 -1.553
H 1.296 1.589 -1.316
H -2.011 0.081 -0.525
H -1.084 -1.297 -1.189
H -1.951 -1.254 0.435
H 0.102 1.374 2.359
H 0.477 -1.348 1.121

Forces on atoms 1 to 6 (eV/Å):
-4.7 -3.1 0.8
2.4 -0.4 2.3
2.0 -0.5 0.5
0.2 2.0 -2.5
2.4 0.0 1.4
0.9 1.9 0.0

Values from the calculation:
Relative energy (zero: lowest compared OMol25 entry of this formula, charge and spin): 244.0 kJ/mol
HOMO-LUMO gap: 8.20 eV
F_max: 5.64 eV Å⁻¹

=====

[16]
Molecular formula: C2H8NS
Method: DFT, ωB97M-V with the def2-TZVPD basis set

Element x y z (Å)
S 0.035 -0.468 3.424
H 0.938 0.368 2.860
C -1.071 0.207 -1.126
C -0.057 -0.246 -0.116
N 1.332 -0.174 -0.589
H -0.753 -0.025 -2.146
H -2.059 -0.244 -0.959
H -1.282 1.276 -1.020
H -0.255 0.168 0.869
H -0.293 -1.301 0.076
H 2.134 -0.134 -0.005
H 1.330 0.573 -1.268

Forces on atoms 1 to 6 (eV/Å):
0.2 0.2 0.1
-0.1 -0.1 0.1
-0.4 0.8 -0.2
0.0 -1.9 1.3
-1.3 0.5 -2.0
-0.1 0.1 0.0

Values from the calculation:
Relative energy (zero: lowest compared OMol25 entry of this formula, charge and spin): 54.3 kJ/mol
HOMO-LUMO gap: 6.37 eV
Net charge: -1
F_max: 2.45 eV Å⁻¹

=====

[17]
Molecular formula: C2H8NS
Method: DFT, ωB97M-V with the def2-TZVPD basis set

Element x y z (Å)
S -0.450 2.829 -0.426
H -1.598 3.064 -1.082
C 0.884 -0.805 -0.842
N -0.408 -0.587 -0.222
C -0.346 -0.559 1.223
H 1.185 -1.861 -0.758
H 1.669 -0.190 -0.375
H 0.822 -0.568 -1.901
H -0.730 0.332 -0.529
H 0.665 -0.432 1.617
H -0.960 0.255 1.601
H -0.734 -1.480 1.695

Forces on atoms 1 to 6 (eV/Å):
0.0 0.0 0.0
0.0 0.0 0.0
0.0 -0.3 0.3
-0.1 0.0 -0.2
-0.4 -0.5 0.5
0.0 0.1 0.0

Values from the calculation:
Relative energy (zero: lowest compared OMol25 entry of this formula, charge and spin): 32.7 kJ/mol
HOMO-LUMO gap: 6.98 eV
Net charge: -1
F_max: 0.77 eV Å⁻¹

=====

[18]
Molecular formula: C2H8NS2
Method: DFT, ωB97M-V with the def2-TZVPD basis set

Element x y z (Å)
C -2.186 -0.806 -0.436
N -2.148 -1.543 0.588
H -1.335 -0.628 -1.063
H -3.125 -0.509 -0.890
H -2.948 -1.812 1.154
H -1.244 -1.809 0.977
C 2.020 0.401 -0.724
S 0.573 1.021 0.137
S 1.363 1.943 1.781
H 1.940 -0.630 -1.057
H 2.864 0.405 -0.073
H 2.247 0.950 -1.639
H 1.978 3.015 1.247

Forces on atoms 1 to 6 (eV/Å):
-1.0 -0.5 -1.4
0.8 0.1 0.9
0.7 0.2 0.4
-0.2 0.2 0.5
-0.2 0.2 -0.2
0.0 -0.1 -0.1

Values from the calculation:
Relative energy (zero: lowest compared OMol25 entry of this formula, charge and spin): 103.8 kJ/mol
HOMO-LUMO gap: 6.62 eV
Net charge: +1
F_max: 1.82 eV Å⁻¹